# 1
Entry from the Open Molecules 2025 dataset: C2H4INO2 in the gas phase at a distorted geometry (the ωB97M-V functional and the def2-TZVPD basis).

Structure (XYZ):
```
10
Properties=species:S:1:pos:R:3:forces:R:3:nbo_charge:R:1
N -0.537433 -1.658836 -1.816801 0.48 -0.39 4.78 0.5611
C 0.369209 -0.425614 0.429608 0.47 -0.13 -2.99 -0.6915
H 0.163619 -0.334992 1.441759 0.82 -0.37 2.30 0.2432
C -0.463548 -1.558731 -0.067180 -1.19 0.24 -1.40 -0.2286
H 1.348407 -0.611396 -0.041397 0.35 -0.05 1.38 0.2350
H 0.176046 0.568376 0.096056 -0.98 0.59 -0.91 0.2406
H -0.138279 -2.470199 0.442350 -0.02 -0.23 -1.07 0.2246
O -0.637264 -2.765699 -2.240746 -0.04 -0.45 -0.93 -0.3493
I -2.530582 -1.391387 0.467500 0.05 0.03 -0.02 0.1141
O -0.534840 -0.597629 -2.338586 0.05 0.76 -1.15 -0.3493
```
Forces are in eV/Å.

Computed properties:
charge: 0
SMILES: C[C@@H](I)[N+](=O)[O-]
ΔE to the lowest compared entry with this formula, charge and spin: 83.04 kcal per mole

***

# 2
Entry from the Open Molecules 2025 dataset: 2 unconnected molecules or ions with the total composition C5H7N (the ωB97M-V functional and the def2-TZVPD basis).

Structure (XYZ):
```
13
Properties=species:S:1:pos:R:3:forces:R:3:nbo_charge:R:1
H 1.444100 -0.072456 2.396823 -0.15 -0.16 0.09 0.2482
H -1.523722 -0.427003 -2.586825 0.09 0.02 0.06 0.2188
H -1.401198 -0.060431 -0.102633 0.20 0.07 -0.07 0.2493
C -0.672170 0.168820 -2.254758 -0.04 -0.02 -0.18 -0.6116
C 0.565313 0.609358 -0.236053 0.26 0.16 -0.02 0.4313
C -0.294761 -1.452861 2.878883 0.42 0.32 -0.06 -0.2549
H -0.800347 1.188151 -2.636205 -0.07 -0.18 -0.04 0.2106
N 1.693746 0.962422 0.114104 -0.51 -0.13 -0.17 -0.6623
H 0.234983 -0.243689 -2.707884 -0.17 0.04 0.03 0.2189
H -1.104717 -2.115796 3.088827 0.12 0.12 -0.03 0.2348
H 1.790709 1.977924 0.139718 0.03 -0.02 0.16 0.3701
C 0.628802 -0.716336 2.651614 -0.41 -0.37 0.10 -0.2327
C -0.560739 0.181900 -0.745613 0.23 0.14 0.12 -0.4207
```
Forces are in eV/Å.

Computed properties:
charge: 0
SMILES: CC=C=N.C#C
ΔE to the lowest compared entry with this formula, charge and spin: 84.90 kcal per mole

***

# 3
Entry from the Open Molecules 2025 dataset: 2 unconnected molecules or ions with the total composition C8H13N2O at a distorted geometry (the ωB97M-V functional and the def2-TZVPD basis).

Structure (XYZ):
```
24
Properties=species:S:1:pos:R:3:forces:R:3:nbo_charge:R:1
H 2.670298 2.843986 -0.723888 -0.83 0.52 -0.83 0.2144
H -2.667804 0.590337 0.735914 -0.42 3.59 0.69 0.2168
C -1.228142 -0.828068 0.104453 -1.98 1.92 1.44 0.7245
H -1.206517 1.783122 -1.709547 -0.49 -0.35 -0.23 0.2082
C -0.037688 -1.528703 0.407112 0.06 -1.95 -0.50 -0.5625
C -0.428650 -3.034366 0.659089 1.06 -0.19 2.87 -0.2260
C 1.598230 3.049148 -0.472077 1.99 -2.50 -1.08 -0.2523
H -0.532734 -5.128603 0.294650 -0.15 1.48 -0.48 0.2411
N -0.045059 1.411750 0.015900 -2.11 -1.56 -1.62 -0.5094
H 0.483893 3.704601 -2.079144 -1.02 0.54 -1.10 0.4173
H 0.648658 -1.311110 -0.351048 1.09 -0.63 -1.85 0.2727
C -2.486094 -0.386387 0.622340 -1.60 -3.80 3.13 -0.1328
H -0.530430 -4.021667 -1.204577 0.23 0.06 -0.55 0.2090
H 1.198020 2.145739 1.406480 0.26 0.08 1.85 0.2177
C -0.489389 -4.084253 -0.137434 -0.31 -0.96 0.14 -0.3019
C 1.286980 1.797114 0.424820 -2.09 2.15 -0.28 -0.2530
C -0.317735 1.925145 -1.135864 1.52 2.31 0.76 0.2892
H -0.426178 -3.310127 1.782168 -0.08 0.90 -1.84 0.2312
N 0.608416 2.871491 -1.573215 1.20 -1.65 1.87 -0.6013
H 0.509552 -1.138391 1.234705 -0.48 0.36 1.14 0.2854
H 1.622512 4.063996 -0.109454 -0.65 0.06 0.89 0.2184
O -2.198334 -0.705664 -0.731229 1.37 -1.35 -2.13 -0.3396
H -3.196313 -1.089804 1.272980 1.67 1.24 -1.88 0.2322
H 1.804931 0.874642 0.389422 1.75 -0.28 -0.39 0.2007
```
Forces are in eV/Å.

Computed properties:
charge: +1
ΔE to the lowest compared entry with this formula, charge and spin: 126.18 kcal per mole

***

# 4
Entry from the Open Molecules 2025 dataset: C12H13NO2 in the gas phase at a distorted geometry (the ωB97M-V functional and the def2-TZVPD basis).

Structure (XYZ):
```
28
Properties=species:S:1:pos:R:3:forces:R:3:nbo_charge:R:1
H 0.224422 0.969876 -1.832130 -0.67 0.63 -0.15 0.2666
N -2.429035 2.760209 -1.080385 2.27 -2.75 -0.48 -0.3019
C -1.616829 1.908323 -1.146564 -3.15 4.50 -0.52 0.3032
H 0.400374 -3.836971 -1.378228 -0.02 -0.01 0.03 0.2204
H -1.336127 2.632699 1.060544 0.38 0.14 0.09 0.2305
C 0.823390 1.174657 3.268604 1.85 -1.38 0.70 -0.2187
C -0.192164 1.915677 2.642135 -1.61 1.39 -2.12 -0.2308
H -1.948233 -2.801781 -1.217085 0.00 -0.01 -0.03 0.2006
C -0.477748 1.075059 -0.984154 -0.29 -3.37 -1.24 -0.4125
O -0.419630 -1.418117 -1.404454 0.17 1.03 -0.01 -0.5098
C -0.411683 2.112375 1.308276 -0.28 -0.36 2.25 -0.1368
C -1.193676 -2.518681 -1.948154 0.04 -0.02 0.35 -0.0703
C 1.893474 0.558338 2.703726 -0.91 0.16 2.08 -0.1609
H 3.266232 0.026726 1.177846 -0.51 0.13 -0.01 0.2138
C 0.367643 1.683418 0.116801 0.41 0.57 0.18 -0.2937
C 2.289482 0.504180 1.349581 0.38 0.37 -2.93 -0.2436
C -0.236907 -3.632862 -2.237063 0.15 -0.12 -0.19 -0.6277
H -1.697855 -2.157882 -2.845509 -0.05 -0.04 0.05 0.1895
H -0.802138 -4.530992 -2.471537 -0.01 -0.13 -0.04 0.2199
H 0.388930 -3.391806 -3.094306 0.12 -0.03 0.01 0.2110
C -1.189446 -0.367287 -1.074328 -0.92 -0.30 0.57 0.8072
H 2.085817 0.769036 -0.752331 0.35 0.05 0.32 0.2011
H 0.706289 1.048237 4.346436 0.14 0.06 -0.23 0.2105
O -2.400818 -0.474854 -1.028617 1.29 0.50 0.13 -0.5742
H 2.531363 -0.004240 3.388487 -0.12 0.21 -0.14 0.2025
C 1.665382 0.976525 0.232847 0.69 -1.18 1.58 -0.1353
H -0.904920 2.411205 3.319740 0.22 -0.36 -0.42 0.2169
H 0.614411 2.608936 -0.420179 0.08 0.34 0.16 0.2227
```
Forces are in eV/Å.

Computed properties:
charge: 0
SMILES: CCOC(=O)[C@@H](C#N)C1C=CC=CC=C1
ΔE to the lowest compared entry with this formula, charge and spin: 96.95 kcal per mole

***

# 5
Entry from the Open Molecules 2025 dataset: 5 unconnected molecules or ions with the total composition C26H48BI2O14 at a distorted geometry (the ωB97M-V functional and the def2-TZVPD basis).

Structure (XYZ):
```
91
Properties=species:S:1:pos:R:3:forces:R:3:lowdin_charge:R:1
H -4.625059 -4.543640 -3.731151 -0.16 -0.06 -0.08 0.1290
O -6.771266 -5.693089 -6.649556 -0.06 0.01 -0.05 0.0016
H 2.624228 5.192813 1.632498 -0.08 0.14 -0.04 0.1011
C 0.621283 1.238603 5.185607 -1.09 -0.34 -0.69 -0.6964
C -0.643252 -2.595402 -0.860128 0.06 0.13 0.35 -0.0159
C -0.641541 -3.224129 -5.481038 0.17 0.03 -0.40 -0.2210
O 1.197482 5.869243 3.003687 0.01 0.19 -0.06 0.0123
O 4.842739 -2.079203 0.411836 0.15 -0.15 -0.08 0.0501
H -1.331835 -3.716075 -6.166701 -0.09 -0.08 0.15 0.1160
H 5.260691 -0.964288 2.905521 -0.02 -0.14 0.04 0.0772
O -6.721061 -5.700164 -4.391470 -0.11 -0.04 0.07 0.1242
C -0.924189 3.144568 -1.117830 -0.60 -0.73 0.56 -0.2093
C -3.273253 2.402717 -0.030180 0.42 -0.15 -0.24 0.0796
C -3.681519 -6.481947 -3.925339 -0.19 -0.20 -0.06 -0.0561
H 1.484275 -3.157277 -5.111798 -0.04 0.08 -0.03 0.0780
C 8.102491 -2.559869 -0.641304 0.17 -0.01 -0.12 -0.0575
H 8.648550 -1.819786 -0.056888 0.01 -0.08 0.09 0.0960
C 4.038214 -2.183227 1.604520 -0.47 0.01 0.46 -0.1920
H -8.548329 -5.973190 -7.586787 0.15 0.02 -0.05 0.0904
H -3.215917 -4.573501 -4.776509 -0.09 0.02 -0.18 0.0985
C -0.610813 2.300304 7.209106 -1.09 -0.25 -0.45 -0.2427
C 0.026349 1.698166 0.799116 1.47 0.40 -0.88 -0.1307
I 2.314014 2.508913 5.582367 -0.11 -0.29 0.21 0.9366
H -8.255955 -7.077084 -6.229405 -0.02 0.04 0.11 0.0968
H 4.246592 -3.125914 2.113128 0.21 0.01 -0.09 0.1199
H 1.148074 9.592831 2.387732 0.00 -0.14 -0.07 0.1198
O -1.057322 -3.607312 -4.165980 -0.15 -0.04 -0.08 0.0046
C 0.742248 -0.448953 3.157247 -1.54 1.03 -0.77 -0.1844
H -1.007916 3.235737 -2.201390 0.28 0.29 -0.03 0.0948
H -0.269672 2.608513 1.337725 -0.28 -0.20 0.13 0.0872
H 1.046363 -3.460602 -6.798410 -0.03 0.00 -0.01 0.0777
H 1.899812 3.975002 2.700036 -0.16 0.02 0.11 0.0554
H -0.066694 1.211376 -1.310080 0.46 -0.04 -0.05 0.0981
C -0.990598 9.328780 2.173860 -0.06 -0.17 -0.11 -0.0692
O 6.711660 -2.256132 -0.646106 0.11 -0.04 -0.08 -0.0003
C 1.058395 7.071849 2.465413 0.02 -0.36 0.15 -0.6138
C -6.178819 -5.572217 -5.456744 0.24 0.06 -0.07 -0.6143
H 4.061475 -0.070001 1.976370 -0.23 -0.02 0.03 0.0747
C 0.298444 9.223862 2.962756 -0.15 0.35 -0.08 -0.2277
H -0.237878 -0.933934 3.038953 0.14 -0.45 0.73 0.1061
O 1.219553 -0.305910 1.855217 1.07 -0.54 -0.15 -0.1056
H 0.882710 -4.742033 -5.581079 -0.06 -0.02 -0.09 0.0802
H -0.571111 1.306432 3.453791 0.08 0.07 -0.59 0.0989
C 1.702545 4.863144 2.108531 0.21 -0.33 -0.08 -0.0092
C 6.110815 -2.437472 0.538601 -0.40 0.12 0.00 -0.6154
H -0.867735 -1.534228 -0.937370 0.10 0.01 -0.10 0.0939
H -4.031779 1.944716 0.553534 -0.25 0.15 -0.08 0.0100
H -0.754770 -2.148450 -5.614467 0.05 0.02 0.15 0.1251
O 0.047435 -1.827323 -3.313722 0.04 0.08 -0.07 0.1378
O 1.411463 1.730602 2.917443 0.28 0.81 -0.02 -0.1897
C -2.274486 2.747542 -0.606737 0.64 0.14 0.19 -0.1557
H 3.003489 -2.206639 1.267756 0.07 0.14 -0.20 0.1143
H -0.681811 4.096655 -0.643167 0.00 0.19 -0.27 0.0964
H -0.923464 8.768042 1.242058 0.08 0.04 -0.01 0.0757
O 1.349250 7.392600 1.341905 0.01 0.12 -0.11 0.1165
C -8.150264 -6.050475 -6.578402 -0.21 -0.04 -0.11 -0.0484
H -1.190027 -3.009715 -0.018008 -0.07 -0.12 -0.12 0.0943
I -2.227491 0.281494 5.697501 0.17 0.23 -0.19 0.8113
H -1.821662 8.914640 2.746364 0.01 0.08 0.07 0.0799
B 1.436911 1.154410 1.526198 -1.78 -0.27 0.52 -0.6512
H 8.438487 -2.517033 -1.674526 -0.14 0.06 -0.03 0.0883
H 3.551108 -1.047452 3.358443 -0.06 0.02 -0.04 0.0713
C -0.688961 1.828210 5.748325 1.00 0.41 0.74 -0.7864
C -0.625399 -2.811024 -3.177511 -0.01 -0.10 0.21 -0.6100
H -2.994634 -6.352958 -3.089338 0.02 0.06 -0.03 0.0819
H 0.116230 3.094475 7.350377 0.19 -0.17 -0.02 0.0145
O 0.536834 7.883455 3.395379 0.05 0.11 0.10 0.0300
C 0.475113 1.026468 3.642223 1.03 -0.86 0.49 -0.4457
H 1.405498 -0.991525 3.841777 0.08 -0.08 -0.03 0.1040
H -1.029072 2.632157 5.097895 -0.17 -0.10 -0.04 0.0835
H 8.286047 -3.557929 -0.247426 -0.01 0.04 0.10 0.0913
H 0.953646 4.624037 1.355252 0.03 0.07 -0.03 0.0907
H 0.422419 -2.743731 -0.697788 0.02 0.13 -0.07 0.1000
C 0.156712 2.089514 -0.694163 -1.42 -0.23 0.26 -0.2132
H -1.210052 10.370381 1.935120 0.01 0.01 0.03 0.0748
C -4.096068 -5.135301 -4.477223 0.37 -0.04 0.36 -0.1967
H 2.456229 1.381231 0.907005 0.20 0.08 0.08 0.0997
O 6.647338 -2.863566 1.528941 0.16 -0.06 0.04 0.1132
H 0.741048 0.258502 5.650519 0.62 0.23 0.27 0.0623
H 0.231095 9.821559 3.871279 0.02 -0.16 0.10 0.1180
H -0.445438 1.434650 7.849956 0.37 0.18 0.15 0.0593
O -1.072431 -3.311483 -2.029928 -0.07 0.00 -0.04 0.0016
H -8.697942 -5.373877 -5.925666 0.05 -0.05 0.09 0.0946
H 1.153705 2.461024 -0.927800 0.00 0.08 -0.09 0.0942
C 0.777660 -3.671266 -5.762775 0.13 -0.02 0.20 -0.0646
H -4.547326 -7.046850 -3.578565 -0.01 0.07 0.06 0.0741
C 4.239896 -0.998137 2.517873 0.46 0.19 -0.10 -0.0497
H -1.595949 2.695849 7.475053 0.09 0.02 0.10 0.0546
H -3.191166 -7.075897 -4.698541 0.10 0.07 0.01 0.0812
H -0.716346 0.908065 0.898509 -0.32 0.23 0.12 0.0897
O -4.898089 -5.282933 -5.663319 -0.09 0.09 -0.06 0.0401
```
Forces are in eV/Å.

Computed properties:
charge: -1

***

no.,gap between HOMO and LUMO (eV),HOMO level (eV)
1,9.928,-9.9
2,9.800,-8.8
3,7.919,-12.4
4,7.808,-8.1
5,6.899,-4.8